Below is an isolated molecule of C4H4ClF2NO3, with properties calculated with ωB97M-V with the def2-TZVPD basis set.

Geometry as XYZ:
```
15
Properties=species:S:1:pos:R:3:mulliken_spin:R:1
C -1.87 0.36 -0.66 0.43
C -0.89 -0.46 -0.53 0.37
C 2.27 0.04 0.29 0.03
C 3.69 -0.60 0.01 0.01
N 0.08 -1.18 -0.23 0.24
O 1.32 -0.31 -0.70 0.23
O 0.33 -2.13 0.48 0.58
O 1.89 -0.12 1.59 0.00
F 4.68 0.03 0.62 0.00
F 3.72 -1.96 0.44 0.00
Cl 3.84 -0.70 -1.76 0.00
H -2.49 0.19 -1.51 0.04
H -2.48 0.85 0.08 0.06
H 2.38 1.15 -0.08 0.00
H 1.88 -1.06 1.88 0.00
```

For the HOMO-LUMO gap (spin up / spin down), the calculation gives 0.243 / 0.264 Eh. As for the spin multiplicity: 3. The LUMO energy (spin up / spin down) comes out at 0.14 / -3.10 eV.



Below is BrH4O2Zn2 as an isolated structure, with properties calculated with ωB97M-V with the def2-TZVPD basis set.

Geometry as XYZ:
```
9
Properties=species:S:1:pos:R:3:mulliken_spin:R:1
Zn 1.24 21.73 -7.87 0.00
Zn 1.67 16.45 -7.58 0.00
Br 1.38 19.04 -7.00 0.00
O 2.91 20.16 -4.06 1.03
H 2.38 19.70 -4.70 -0.01
H 3.15 20.98 -4.50 -0.02
O 1.81 17.00 -9.47 0.00
H 1.74 17.94 -9.62 0.00
H 1.95 16.62 -10.33 0.00
```

The total charge is +4. For the HOMO-LUMO gap (spin up / spin down), the calculation gives 0.249 / 0.236 Eh. As for the spin multiplicity: 2. The LUMO energy (spin up / spin down) comes out at -21.37 / -21.72 eV.



Below is C37H52BCsN13O2 as an isolated structure, with properties calculated with ωB97M-V with the def2-TZVPD basis set.

Geometry as XYZ:
```
106
Properties=species:S:1:pos:R:3:mulliken_charge:R:1
Cs 0.38 0.39 0.43 1.14
C 2.41 -1.37 -2.26 -0.97
C 2.18 -2.55 -1.46 0.53
C 2.19 -3.91 -1.82 -1.37
C 1.85 -4.56 -0.57 0.78
C 1.78 -6.06 -0.35 -1.43
N 1.66 -3.64 0.36 0.40
N 1.89 -2.39 -0.20 0.18
B 1.57 -3.80 1.88 -0.50
N 2.56 -2.75 2.64 0.79
N 2.13 -1.50 2.80 -0.72
C 3.26 -0.67 2.93 0.38
C 2.93 0.58 3.76 -1.42
C 4.56 -1.60 3.21 -0.05
C 3.88 -2.90 2.85 0.13
C 4.53 -4.26 2.91 -1.62
N 0.12 -3.43 2.35 0.52
N -0.56 -2.37 1.86 -0.13
C -1.75 -2.29 2.55 -0.01
C -2.55 -1.09 2.42 0.04
C -1.83 -3.34 3.49 -1.08
C -0.61 -3.98 3.36 0.82
C -0.02 -4.96 4.31 -1.31
H 3.16 -1.59 -3.08 0.30
H 2.89 -0.59 -1.67 0.14
H 1.46 -1.01 -2.76 0.12
H 2.57 -4.43 -2.70 0.39
H 1.46 -6.40 0.62 0.23
H 2.77 -6.56 -0.51 0.28
H 1.09 -6.45 -1.11 0.35
H 1.74 -4.96 2.08 -0.36
H 2.14 1.16 3.36 0.24
H 3.84 1.30 3.89 0.23
H 2.67 0.28 4.80 0.43
H 4.85 -1.51 4.29 0.38
H 5.05 -4.35 3.83 0.52
H 5.37 -4.30 2.22 0.27
H 3.69 -4.99 2.76 0.16
H -2.02 -0.17 2.77 0.14
H -3.57 -1.18 2.95 0.16
H -2.77 -0.76 1.39 -0.15
H -2.75 -3.66 3.98 0.32
H -0.78 -5.11 5.09 0.36
H 0.98 -4.66 4.76 0.14
H 0.28 -5.91 3.73 0.18
O 1.69 4.52 -1.21 -0.78
C 1.62 3.43 -0.58 0.06
O 0.63 2.73 -0.48 -0.54
C 3.00 2.91 -0.02 -0.34
C 4.18 3.69 0.20 -0.47
C 5.20 3.24 1.01 -1.07
C 5.21 1.89 1.45 1.26
C 6.37 1.32 2.18 -1.05
C 6.37 -0.03 2.42 -1.26
C 5.32 -0.93 1.98 0.17
C 3.97 -0.32 1.48 2.39
C 4.07 1.13 1.10 -0.98
N 3.08 1.65 0.36 0.02
H 4.21 4.70 -0.21 0.48
H 6.07 3.82 1.23 0.41
H 7.15 2.01 2.52 0.31
H 7.15 -0.44 3.04 0.38
H 5.67 -1.71 1.34 0.69
H 3.33 -0.90 0.74 -0.66
C -0.84 6.00 -3.52 -1.08
N -1.64 5.14 -4.34 0.15
C -1.57 5.17 -5.81 -0.45
C -2.68 4.20 -6.13 -0.67
N -3.41 4.01 -4.91 0.09
C -4.53 3.08 -4.79 -0.94
C -2.66 4.39 -3.81 0.31
N -2.77 4.15 -2.56 -0.46
C -3.36 2.90 -2.09 0.01
C -2.94 2.67 -0.63 -0.96
N -3.06 1.29 -0.19 0.36
C -4.09 0.52 -0.13 -0.92
N -4.24 -0.63 -0.99 0.43
C -3.41 -0.83 -2.17 -0.96
C -5.54 -1.28 -0.86 -0.61
C -6.11 -0.65 0.40 -0.58
N -5.22 0.48 0.72 0.39
C -5.29 1.25 1.97 -1.13
H -1.36 6.51 -2.69 0.29
H -0.42 6.76 -4.19 0.38
H -0.05 5.37 -3.02 0.32
H -0.64 4.72 -6.19 0.24
H -1.74 6.20 -6.21 0.38
H -2.38 3.20 -6.49 0.32
H -3.33 4.61 -6.91 0.29
H -5.21 3.16 -5.65 0.32
H -5.08 3.40 -3.91 0.41
H -4.33 1.97 -4.71 0.25
H -2.93 2.02 -2.68 0.18
H -4.48 2.83 -2.04 0.12
H -3.41 3.33 0.08 0.18
H -1.88 2.88 -0.53 0.07
H -4.02 -1.30 -2.93 0.35
H -2.61 -1.57 -1.99 0.24
H -2.94 0.07 -2.57 0.31
H -5.38 -2.33 -0.69 0.32
H -6.22 -1.08 -1.73 0.38
H -6.19 -1.36 1.25 0.35
H -7.12 -0.26 0.16 0.32
H -5.60 2.27 1.70 0.34
H -4.28 1.44 2.38 0.30
H -6.02 0.89 2.69 0.38
```

The total charge is -1. For the HOMO-LUMO gap (spin up / spin down), the calculation gives 0.210 / 0.211 Eh. The LUMO energy (spin up / spin down) comes out at 2.07 / 2.07 eV.



Below is C46H48BiN3P as an isolated structure, with properties calculated with ωB97M-V with the def2-TZVPD basis set.

Geometry as XYZ:
```
99
Properties=species:S:1:pos:R:3:mulliken_charge:R:1
Bi 0.03 -0.61 -0.17 1.42
N 1.46 -3.71 2.58 -0.53
N 1.05 -2.36 -2.52 -0.26
C 2.26 2.42 -0.97 1.05
C 3.31 1.52 -0.66 0.56
C 3.25 1.25 0.74 0.26
C 4.13 0.35 1.50 -1.48
H 5.03 0.09 0.92 0.45
H 3.63 -0.59 1.78 0.09
H 4.46 0.83 2.44 0.28
C 2.17 1.99 1.29 1.10
C 1.79 2.02 2.72 -1.36
H 2.51 2.62 3.29 0.42
H 1.80 1.01 3.15 0.15
H 0.79 2.44 2.86 0.29
C 1.59 2.76 0.24 -0.48
C 0.50 3.74 0.40 -1.22
H -0.29 3.39 1.09 0.05
H 0.03 3.98 -0.57 0.38
H 0.91 4.67 0.81 0.22
C 4.33 1.02 -1.60 -0.84
H 5.13 1.76 -1.74 0.28
H 3.90 0.82 -2.59 -0.33
H 4.79 0.10 -1.23 0.41
C 1.99 2.99 -2.31 -1.18
H 0.98 3.41 -2.37 0.24
H 2.08 2.22 -3.09 -0.04
H 2.71 3.79 -2.55 0.25
C 1.04 -4.96 2.84 -0.44
H 1.47 -5.48 3.72 0.35
C 0.01 -5.56 2.03 -0.60
H -0.30 -6.57 2.28 0.38
C -0.49 -4.91 0.86 -0.60
H -1.13 -5.42 0.12 0.49
C -0.08 -3.60 0.66 0.07
H -0.29 -2.97 -0.23 -0.67
C 0.77 -3.01 1.64 1.00
C 0.67 -1.52 1.94 0.00
H 1.63 -0.95 1.99 -0.51
C 0.44 -1.24 -2.78 -0.78
C 1.72 -2.87 -3.56 -1.09
H 2.42 -3.66 -3.35 0.40
C 1.36 -2.17 -4.67 -0.48
H 1.60 -2.47 -5.67 0.79
N 0.64 -1.06 -4.19 0.32
C 0.56 0.15 -4.88 0.25
C 1.69 0.59 -5.59 1.13
C 1.61 1.80 -6.29 -1.18
H 2.44 2.12 -6.93 0.24
C 0.46 2.60 -6.22 0.97
C 0.34 3.79 -7.11 -1.52
H -0.19 4.61 -6.62 0.37
H -0.21 3.54 -8.03 0.29
H 1.34 4.13 -7.41 0.36
C -0.58 2.22 -5.37 -1.00
H -1.46 2.87 -5.28 0.32
C -0.55 1.00 -4.68 1.33
C -1.65 0.60 -3.75 -1.54
H -1.87 -0.47 -3.82 0.34
H -2.56 1.15 -4.02 0.54
H -1.44 0.84 -2.70 -0.02
C 3.01 -0.12 -5.51 -1.58
H 2.96 -1.14 -5.90 0.38
H 3.42 -0.15 -4.48 0.12
H 3.75 0.40 -6.13 0.36
C -5.41 2.58 3.51 -0.51
C -4.54 3.05 2.52 -0.54
C -3.44 2.28 2.11 -0.45
C -3.23 1.02 2.70 0.21
C -4.11 0.54 3.68 -0.28
C -5.19 1.33 4.09 -0.63
P -1.77 0.03 2.24 1.16
C -1.01 -0.15 3.94 0.24
C -0.01 -1.08 4.09 0.52
C 0.74 -1.37 5.19 -0.32
C 0.53 -0.57 6.32 -0.75
C -0.46 0.43 6.23 -0.78
C -1.23 0.67 5.07 -0.80
C -2.61 -1.60 1.98 0.63
C -2.59 -2.62 2.93 0.17
C -3.22 -3.84 2.65 -0.71
C -3.87 -4.04 1.44 -0.59
C -3.88 -3.03 0.48 -0.60
C -3.23 -1.82 0.73 -0.67
H -6.26 3.19 3.83 0.36
H -4.72 4.02 2.06 0.39
H -2.75 2.64 1.34 0.33
H -3.95 -0.44 4.12 0.30
H -5.85 0.96 4.87 0.39
H 0.41 -1.49 3.08 -0.56
H 1.51 -2.15 5.12 0.45
H 1.13 -0.75 7.22 0.39
H -0.67 1.04 7.10 0.38
H -2.00 1.44 5.01 0.45
H -2.08 -2.49 3.88 0.35
H -3.19 -4.63 3.40 0.41
H -4.38 -4.99 1.24 0.37
H -4.38 -3.19 -0.48 0.39
H -3.18 -1.05 -0.05 0.33
```

The total charge is -1. For the HOMO-LUMO gap (spin up / spin down), the calculation gives 0.177 / 0.154 Eh. The LUMO energy (spin up / spin down) comes out at 1.99 / 1.46 eV.



Below is an isolated ion of composition C4H6BrN2 and charge +1, with properties calculated with ωB97M-V with the def2-TZVPD basis set.

Geometry as XYZ:
```
13
Properties=species:S:1:pos:R:3:nbo_charge:R:1
N 1.44 1.57 0.58 -0.64
C 0.69 0.61 0.36 0.59
C 0.60 -0.38 -0.79 -0.50
C -0.86 -0.98 -0.57 -0.52
C -1.31 -0.43 0.70 0.22
Br -2.84 -1.04 1.56 0.23
N -0.55 0.38 1.37 -0.43
H 2.13 1.86 -0.02 0.44
H 1.20 2.19 1.41 0.47
H 0.68 0.36 -1.63 0.27
H 1.34 -1.19 -0.85 0.30
H -1.11 -2.10 -0.68 0.30
H -1.41 -0.85 -1.43 0.28
```

The total charge is +1. For the HOMO-LUMO gap, the calculation gives 0.367 Eh. The LUMO energy comes out at -4.61 eV. The SMILES is [NH2+]=C1CCC(Br)=N1.



Below is an isolated molecule of C26H44N2O4, with properties calculated with ωB97M-V with the def2-TZVPD basis set.

Geometry as XYZ:
```
76
Properties=species:S:1:pos:R:3:nbo_charge:R:1
C -5.24 2.72 -0.60 -0.40
N -4.19 1.72 -0.56 -0.48
C -4.71 0.37 -0.53 -0.25
C -4.84 -0.16 -1.97 0.06
O -3.69 0.19 -2.71 -0.74
C -5.03 -1.70 -2.03 -0.08
O -4.71 -2.41 -0.86 -0.50
C -3.41 -2.47 -0.43 0.27
C -2.29 -2.09 -1.17 -0.28
C -1.03 -2.14 -0.60 -0.31
C -0.86 -2.57 0.71 0.35
O 0.33 -2.59 1.38 -0.54
C 1.45 -1.96 0.78 -0.10
C 2.53 -1.85 1.86 0.09
O 2.02 -1.18 2.99 -0.73
C 3.77 -1.11 1.32 -0.24
N 3.41 0.10 0.60 -0.47
C 3.21 1.22 1.49 -0.42
C 4.26 0.42 -0.55 -0.03
C 5.77 0.46 -0.26 -0.43
C 6.53 0.91 -1.51 -0.39
C 6.24 -0.02 -2.68 -0.40
C 4.74 -0.08 -2.96 -0.39
C 3.98 -0.53 -1.72 -0.41
C -1.97 -3.00 1.43 -0.26
C -3.23 -2.96 0.87 -0.23
C -3.13 2.01 0.41 -0.03
C -1.82 1.36 -0.04 -0.41
C -0.67 1.73 0.91 -0.39
C -1.01 1.31 2.33 -0.40
C -2.29 1.99 2.79 -0.39
C -3.45 1.62 1.86 -0.43
H -5.89 2.50 -1.44 0.20
H -5.85 2.74 0.31 0.17
H -4.80 3.70 -0.75 0.20
H -4.01 -0.27 0.01 0.22
H -5.68 0.30 -0.03 0.19
H -5.72 0.30 -2.45 0.16
H -3.39 1.03 -2.33 0.49
H -6.09 -1.92 -2.18 0.20
H -4.47 -2.07 -2.90 0.19
H -2.40 -1.70 -2.17 0.25
H -0.19 -1.82 -1.19 0.22
H 1.19 -0.96 0.43 0.20
H 1.83 -2.55 -0.06 0.18
H 2.84 -2.86 2.16 0.16
H 1.14 -1.53 3.15 0.48
H 4.43 -0.90 2.17 0.19
H 4.28 -1.80 0.65 0.20
H 2.51 0.91 2.27 0.23
H 2.78 2.05 0.93 0.19
H 4.13 1.56 1.97 0.16
H 3.95 1.42 -0.87 0.19
H 6.12 -0.53 0.03 0.19
H 5.97 1.14 0.56 0.21
H 7.60 0.93 -1.30 0.21
H 6.22 1.93 -1.77 0.19
H 6.60 -1.02 -2.44 0.19
H 6.77 0.32 -3.57 0.21
H 4.54 -0.77 -3.79 0.21
H 4.39 0.91 -3.26 0.19
H 4.29 -1.55 -1.46 0.19
H 2.91 -0.55 -1.91 0.21
H -1.83 -3.36 2.44 0.22
H -4.09 -3.28 1.42 0.22
H -2.98 3.10 0.38 0.19
H -1.58 1.69 -1.05 0.20
H -1.93 0.27 -0.05 0.21
H 0.25 1.24 0.58 0.21
H -0.51 2.81 0.88 0.19
H -0.19 1.57 3.00 0.21
H -1.14 0.23 2.37 0.19
H -2.53 1.70 3.81 0.21
H -2.15 3.08 2.78 0.19
H -4.36 2.13 2.19 0.21
H -3.62 0.55 1.93 0.20
```

For the HOMO-LUMO gap, the calculation gives 0.320 Eh. The LUMO energy comes out at 0.78 eV. The SMILES is CN(C[C@@H](O)COc1ccc(OC[C@H](O)CN(C)C2CCCCC2)cc1)C1CCCCC1.



Below is C3HOTl as an isolated structure, with properties calculated with ωB97M-V with the def2-TZVPD basis set.

Geometry as XYZ:
```
6
Properties=species:S:1:pos:R:3:mulliken_charge:R:1
O 1.55 -0.52 -0.05 -0.23
C 0.38 -0.14 -0.16 1.12
C -0.76 0.39 -0.37 -0.19
C -1.98 -0.11 -0.07 0.17
H -2.50 0.49 0.69 0.39
Tl 3.32 -0.11 -0.05 0.75
```

The total charge is +2. For the HOMO-LUMO gap (spin up / spin down), the calculation gives 0.245 / 0.195 Eh. The LUMO energy (spin up / spin down) comes out at -13.61 / -14.45 eV.



Below is an isolated molecule of C6H9N, with properties calculated with ωB97M-V with the def2-TZVPD basis set.

Geometry as XYZ:
```
16
Properties=species:S:1:pos:R:3:nbo_charge:R:1
C 1.56 -0.63 0.96 -0.61
C 0.46 -0.21 0.01 -0.05
C 0.51 0.84 -1.11 -0.42
C -0.28 1.10 0.13 -0.26
C -1.62 0.30 0.16 -0.08
N -1.81 -0.60 -0.97 -0.57
C -0.89 -0.99 0.07 -0.08
H 1.32 -0.26 1.97 0.21
H 2.54 -0.24 0.69 0.22
H 1.64 -1.72 1.04 0.22
H 1.47 1.32 -1.22 0.23
H -0.03 0.86 -2.06 0.20
H -0.05 1.89 0.84 0.22
H -2.48 0.58 0.75 0.21
H -1.32 -0.31 -1.81 0.35
H -1.02 -1.94 0.57 0.21
```

For the HOMO-LUMO gap, the calculation gives 0.354 Eh. The LUMO energy comes out at 1.10 eV. The SMILES is C[C@]12C[C@H]1[C@H]1N[C@H]12.